{
  "formula": "C38H37F4MoN6O2",
  "method": "ωB97M-V/def2-TZVPD",
  "total_charge": -1,
  "relative_energy_kj_mol": 54.9,
  "homo_ev": [-3.273, -3.756],
  "multiplicity": 3,
  "elements": ["Mo", "O", "C", "N", "C", "C", "C", "C", "C", "C", "N", "C", "C", "C", "C", "C", "N", "H", "H", "H", "H", "H", "H", "H", "H", "H", "H", "C", "N", "C", "C", "C", "N", "C", "C", "F", "C", "F", "C", "C", "F", "C", "F", "H", "H", "H", "H", "H", "H", "H", "H", "H", "H", "H", "N", "C", "C", "C", "C", "C", "C", "C", "C", "C", "C", "C", "C", "C", "H", "H", "H", "H", "H", "H", "H", "H", "H", "H", "C", "O", "C", "C", "H", "H", "H", "H", "H", "H"],
  "coordinates": [[0.2602, 0.5871, -0.5658], [-0.2803, 1.1756, -4.7606], [-0.2786, 1.2305, -3.5320], [0.4885, 0.4497, -2.7146], [1.0671, -0.6781, -3.4218], [1.3428, -1.7970, -2.4642], [2.0496, -2.9435, -2.8246], [2.2201, -3.9436, -1.8942], [1.6722, -3.7845, -0.6273], [0.9975, -2.6160, -0.3498], [0.8543, -1.6328, -1.2421], [-1.1645, 2.1150, -2.7167], [-1.7819, 3.2395, -3.1463], [-2.4757, 4.0430, -2.1491], [-2.4422, 3.7271, -0.8460], [-1.7073, 2.5020, -0.3570], [-1.1992, 1.6746, -1.4400], [1.9705, -0.4222, -3.9878], [0.3613, -1.0310, -4.1800], [2.4495, -3.0285, -3.8274], [2.7753, -4.8389, -2.1454], [1.7793, -4.5428, 0.1371], [0.5618, -2.4341, 0.6249], [-1.7101, 3.5283, -4.1852], [-3.0149, 4.9272, -2.4742], [-2.9484, 4.3403, -0.1071], [-2.3812, 1.8926, 0.2517], [3.6281, 2.6085, -0.0858], [2.9037, 1.9515, -1.1726], [3.0443, 2.7150, -2.4077], [3.4634, 0.6264, -1.3901], [3.3894, -0.2955, -0.1778], [2.1858, -0.1006, 0.6319], [2.2722, -0.6468, 1.8692], [1.4143, -0.2352, 2.9254], [0.5383, 0.7435, 2.6919], [1.4766, -0.7335, 4.2019], [0.6211, -0.2289, 5.1170], [2.3861, -1.7028, 4.5885], [3.2170, -2.1498, 3.5886], [4.1076, -3.1302, 3.8595], [3.1613, -1.6763, 2.2914], [3.9530, -2.3352, 1.4035], [4.7177, 2.5141, -0.2303], [3.3493, 2.1636, 0.8682], [3.3824, 3.6675, -0.0637], [4.0960, 2.7473, -2.7393], [2.7006, 3.7369, -2.2585], [2.4417, 2.2582, -3.1944], [4.5266, 0.7151, -1.6742], [2.9558, 0.1914, -2.2446], [4.2771, -0.1179, 0.4371], [3.4878, -1.3185, -0.5567], [2.4362, -2.0827, 5.5983], [-1.0030, -0.3163, 0.4008], [-2.0126, -1.0543, 0.6354], [-2.6023, -1.0675, 2.0100], [-1.8065, -1.3121, 3.1238], [-2.3390, -1.2248, 4.4033], [-3.6754, -0.8910, 4.5789], [-4.4802, -0.6582, 3.4689], [-3.9476, -0.7530, 2.1910], [-2.6275, -1.8978, -0.4359], [-2.4867, -1.5346, -1.7764], [-3.0309, -2.3211, -2.7806], [-3.7179, -3.4875, -2.4634], [-3.8644, -3.8563, -1.1328], [-3.3285, -3.0630, -0.1258], [-0.7591, -1.5582, 2.9826], [-1.7000, -1.4010, 5.2608], [-4.0880, -0.8050, 5.5772], [-5.5227, -0.3934, 3.5998], [-4.5696, -0.5659, 1.3217], [-1.9607, -0.6181, -2.0142], [-2.9221, -2.0181, -3.8154], [-4.1445, -4.1007, -3.2486], [-4.3970, -4.7647, -0.8768], [-3.4440, -3.3540, 0.9119], [-1.4590, 2.5135, 2.4840], [-0.3290, 2.9152, 1.7551], [-0.3230, 2.6238, 0.3575], [0.4192, 3.7976, -0.2561], [-1.2627, 2.7474, 3.5323], [-1.6465, 1.4358, 2.4079], [-2.3665, 3.0481, 2.1725], [-0.1787, 4.7096, -0.1521], [0.6263, 3.6497, -1.3137], [1.3513, 3.9514, 0.2852]]
}

---

{
  "formula": "C38H37N5O4PSW",
  "method": "ωB97M-V/def2-TZVPD",
  "total_charge": 3,
  "relative_energy_kj_mol": 0.0,
  "homo_ev": [-14.124, -14.124],
  "elements": ["W", "C", "C", "C", "C", "C", "C", "P", "C", "C", "C", "C", "C", "C", "C", "C", "C", "C", "C", "C", "C", "C", "C", "C", "H", "H", "H", "H", "H", "H", "H", "H", "H", "H", "H", "H", "H", "H", "H", "H", "N", "C", "C", "C", "C", "N", "C", "N", "N", "C", "O", "O", "H", "H", "H", "H", "H", "H", "H", "H", "H", "H", "H", "H", "H", "H", "O", "N", "C", "C", "O", "S", "C", "C", "C", "C", "C", "C", "C", "C", "H", "H", "H", "H", "H", "H", "H"],
  "coordinates": [[0.1212, -0.6468, -0.5317], [-0.3964, -3.6153, 6.5808], [-1.4110, -3.8925, 5.6729], [-1.2380, -3.5943, 4.3324], [-0.0326, -3.0193, 3.9148], [0.9975, -2.7515, 4.8255], [0.8011, -3.0450, 6.1620], [0.2659, -2.7456, 2.2124], [-1.1861, -2.2436, 1.2947], [-1.2732, -2.5918, -0.0843], [-2.2832, -1.9802, -0.8379], [-3.2602, -1.1971, -0.2137], [-3.2214, -0.9613, 1.1496], [-2.1557, -1.4430, 1.8978], [1.1287, -4.0419, 1.3744], [0.9128, -5.3648, 1.6841], [1.6962, -6.3670, 1.0837], [2.7019, -6.0241, 0.2224], [2.9677, -4.6684, -0.0969], [4.0248, -4.2907, -0.9622], [4.2780, -2.9746, -1.2253], [3.4767, -1.9679, -0.6507], [2.4205, -2.3029, 0.1539], [2.1555, -3.6654, 0.4692], [-0.5393, -3.8470, 7.6278], [-2.3364, -4.3382, 6.0103], [-2.0294, -3.8097, 3.6244], [1.9300, -2.3124, 4.4945], [1.5817, -2.8326, 6.8791], [-0.6667, -3.3938, -0.4920], [-2.3607, -2.1971, -1.8939], [-4.0670, -0.7876, -0.8072], [-4.0018, -0.3857, 1.6265], [-2.0728, -1.1931, 2.9486], [0.1578, -5.6438, 2.4101], [1.5151, -7.4036, 1.3301], [3.3236, -6.7921, -0.2205], [4.6452, -5.0637, -1.3970], [5.1104, -2.6976, -1.8570], [3.7222, -0.9246, -0.8065], [1.3616, 0.9066, -1.5150], [1.1141, 1.0098, -2.9841], [2.4248, 0.7642, -3.7481], [2.3765, 0.7138, -5.2774], [2.1374, 2.0392, -6.0060], [0.7376, 2.4720, -6.0813], [-0.1689, 1.9428, -6.9078], [-1.4060, 2.4325, -6.9318], [0.1494, 0.9277, -7.7017], [0.0319, 0.0090, -3.3750], [-0.5189, 0.0167, -4.4328], [-0.2334, -0.8946, -2.4071], [1.1249, 1.7801, -1.0464], [2.3521, 0.7444, -1.3521], [0.7148, 1.9997, -3.2052], [2.8261, -0.1941, -3.3996], [3.1356, 1.5362, -3.4377], [1.6559, -0.0362, -5.6050], [3.3568, 0.3598, -5.6021], [2.5456, 1.9800, -7.0181], [2.6841, 2.8473, -5.5211], [0.5036, 3.3632, -5.6757], [-1.6865, 3.1814, -6.3227], [-2.0790, 2.1176, -7.6105], [1.0971, 0.6075, -7.7920], [-0.5383, 0.5043, -8.3026], [1.2787, -1.4772, 2.0781], [1.5073, -1.3190, 0.6534], [-2.8306, 8.2590, 5.6301], [-2.3275, 7.1471, 4.7621], [-1.2515, 6.6363, 4.8063], [-3.5945, 6.6610, 3.5240], [-2.8393, 5.2703, 2.7617], [-1.5072, 5.2827, 2.3359], [-0.9785, 4.1751, 1.7122], [-1.7654, 3.0331, 1.4872], [-3.1071, 3.0396, 1.9009], [-3.6359, 4.1447, 2.5298], [-1.2136, 1.8972, 0.8578], [-0.7213, 0.9145, 0.2966], [-2.0109, 8.6426, 6.2322], [-3.6141, 7.8745, 6.2847], [-3.2613, 9.0552, 5.0231], [-0.8944, 6.1551, 2.4969], [0.0566, 4.1786, 1.3965], [-3.7256, 2.1707, 1.7219], [-4.6653, 4.1454, 2.8623]]
}

---

{
  "formula": "C38H38BrMgN4S3",
  "method": "ωB97M-V/def2-TZVPD",
  "total_charge": -1,
  "relative_energy_kj_mol": 0.0,
  "homo_ev": -3.851,
  "elements": ["Mg", "S", "C", "N", "C", "C", "C", "C", "C", "C", "S", "H", "H", "H", "H", "Br", "C", "C", "C", "C", "C", "C", "H", "H", "H", "H", "N", "C", "N", "C", "C", "C", "C", "C", "C", "S", "H", "H", "H", "H", "H", "H", "C", "C", "C", "C", "C", "C", "C", "C", "N", "C", "C", "C", "C", "C", "C", "C", "C", "C", "C", "H", "H", "H", "H", "H", "H", "H", "H", "H", "H", "H", "H", "H", "H", "H", "H", "H", "H", "H", "H", "H", "H", "H", "H"],
  "coordinates": [[-1.0079, -0.7772, 0.9074], [-3.1060, -2.3871, 1.7746], [-2.4446, -3.1834, 0.4728], [-1.3736, -2.7079, -0.2013], [-1.0126, -3.6243, -1.2306], [0.0923, -3.5076, -2.1194], [0.5240, -4.5868, -2.8562], [-0.2071, -5.7834, -2.7784], [-1.3874, -5.8896, -2.0450], [-1.7944, -4.7557, -1.2659], [-3.0763, -4.7264, -0.0772], [0.6630, -2.5602, -2.1763], [1.4372, -4.5164, -3.3774], [0.0985, -6.6322, -3.3855], [-1.9903, -6.8045, -2.0861], [-4.8595, 4.7692, 2.9304], [-3.8785, 3.3258, 2.3791], [-4.5414, 2.1143, 2.0774], [-3.7645, 1.0451, 1.6269], [-2.3722, 1.0553, 1.4925], [-1.7818, 2.2774, 1.7077], [-2.4994, 3.3987, 2.1677], [-5.6181, 1.9840, 2.1956], [-4.2627, 0.0846, 1.4385], [-0.7242, 2.4033, 1.5682], [-1.9595, 4.3324, 2.2764], [1.3137, -3.2333, 1.2664], [1.2663, -2.5142, 2.3903], [0.2778, -1.5812, 2.4582], [0.4145, -0.9694, 3.7792], [-0.4899, -0.1258, 4.3642], [-0.2396, 0.4445, 5.6160], [0.7899, -0.0849, 6.4251], [1.6486, -1.0328, 5.8797], [1.5066, -1.4262, 4.5408], [2.4813, -2.5504, 3.6191], [0.5475, -3.2677, 0.5389], [2.1583, -3.7664, 0.9991], [-1.3326, 0.1557, 3.7546], [-0.8955, 1.2106, 5.9458], [0.8866, 0.2388, 7.5024], [2.4764, -1.4322, 6.3833], [2.7786, 1.9331, 3.3498], [2.7372, 1.4337, 1.9339], [3.9605, 1.4090, 1.1637], [3.9599, 0.9484, -0.1411], [5.2489, 0.9616, -0.8861], [2.7660, 0.5320, -0.7209], [1.5081, 0.6049, -0.0717], [1.5798, 1.0897, 1.3041], [0.3035, 0.2242, -0.5542], [-0.1312, 0.7872, -1.8673], [0.3036, -0.0869, -3.0340], [-0.2246, 0.4648, -4.3932], [-1.7686, 0.4052, -4.2550], [-2.3141, 1.2738, -3.1023], [-1.8963, 2.7420, -3.3449], [-0.3600, 2.8067, -3.4460], [0.2151, 1.9389, -4.5532], [0.2239, 2.2627, -2.1243], [-1.7132, 0.7614, -1.7943], [3.0492, 3.0223, 3.3260], [3.4865, 1.4050, 4.0128], [1.7888, 1.7555, 3.8295], [4.8834, 1.6952, 1.6506], [6.0684, 0.6142, -0.2543], [5.4837, 1.9659, -1.2515], [5.1523, 0.2857, -1.7435], [2.8628, 0.0873, -1.7278], [0.6545, 1.3004, 1.8784], [-0.0596, -1.0537, -2.8539], [1.3847, -0.1228, -3.0583], [0.1770, -0.1170, -5.2307], [-2.1292, -0.6571, -4.1636], [-2.2052, 0.7712, -5.2227], [-3.3763, 1.1194, -3.1199], [-2.2405, 3.4022, -2.5059], [-2.3832, 3.0561, -4.3184], [0.0513, 3.7938, -3.6214], [1.3001, 2.0572, -4.6081], [-0.1397, 2.4456, -5.4653], [-0.2026, 2.8515, -1.2938], [1.3316, 2.3670, -2.0972], [-2.0674, -0.2811, -1.5944], [-2.0107, 1.3311, -0.9086]]
}

---

Number 1: E -65767.94887 eV. Number 2: E -77573.06750 eV. Number 3: E -153981.44803 eV.